This record from OMol25 describes an isolated molecule of C4H7N3 at a distorted geometry. The level of theory is ωB97M-V/def2-TZVPD.

Atoms and positions in Å:
C (1.29378, 0.29182, -0.90878)
N (0.41559, 0.39175, -1.82874)
N (-0.87240, 0.36529, -1.23505)
C (-0.63690, -0.29985, 0.01458)
C (-1.04368, -0.30553, 1.52783)
N (0.44264, -0.47112, 1.80009)
C (0.68263, 0.27364, 0.39885)
H (2.31847, 0.37529, -1.22116)
H (-1.38271, -0.12287, -1.97685)
H (-0.61291, -1.37850, -0.18364)
H (-1.51443, 0.62306, 1.85180)
H (-1.73153, -1.11127, 1.86321)
H (0.65576, -1.43007, 1.56330)
H (0.59157, 1.28250, 0.75432)

## Properties
ΔE to the lowest compared entry with this formula, charge and spin = 391.59 kJ/mol
frontier orbital gap = 10.170 eV
SMILES = C1=NN[C@@H]2CN[C@@H]12
max |F| = 3.12 eV/A
DFT total energy = -320.73415 hartree
net charge = 0

Atom charges from the Mulliken analysis, given in e for atoms 1 to 5: -0.438 -0.467 -0.333 -0.006 -0.464

***

This record from OMol25 describes an isolated molecule of C4H7N3 at a distorted geometry. The level of theory is ωB97M-V/def2-TZVPD.

Atoms and positions in Å:
N (0.45787, 2.24290, 1.13349)
N (0.14349, 1.82903, -0.15774)
C (-0.00386, 0.57971, -0.36220)
C (-0.38164, -0.13651, -1.52651)
C (-0.30060, -1.47024, -1.32240)
N (0.00380, -1.71011, -0.02415)
C (0.09519, -0.47531, 0.75435)
H (0.06361, 3.15797, 1.07582)
H (0.02815, 1.56860, 1.76875)
H (-0.59555, 0.23403, -2.54739)
H (-0.37849, -2.25806, -2.04632)
H (0.40567, -2.64100, 0.38002)
H (1.12347, -0.48834, 1.36343)
H (-0.66111, -0.43266, 1.51085)

## Properties
ΔE to the lowest compared entry with this formula, charge and spin = 208.62 kJ/mol
frontier orbital gap = 8.058 eV
SMILES = N/N=C1/C=CNC1
max |F| = 4.38 eV/A
DFT total energy = -320.80384 hartree
net charge = 0

Atom charges from the Mulliken analysis, given in e for atoms 1 to 5: -0.522 -0.533 0.847 -0.620 -0.447

***

This record from OMol25 describes an isolated molecule of C4H7N3 at a distorted geometry. The level of theory is ωB97M-V/def2-TZVPD.

Atoms and positions in Å:
C (1.57877, -0.60088, 0.16321)
N (1.58912, 0.35615, 1.11713)
N (0.42235, 0.76180, 1.63810)
C (-0.29230, 0.48589, 0.23874)
C (-1.50522, 0.05901, -0.64937)
N (-0.42457, -0.89130, -1.30972)
C (0.25628, -0.89785, -0.02514)
H (2.33329, -1.21380, -0.08403)
H (0.40277, 1.80829, 2.07969)
H (0.07865, 1.41134, -0.41274)
H (-2.29055, -0.42492, -0.28779)
H (-1.97298, 0.80128, -1.32231)
H (0.05873, -0.15608, -1.96870)
H (-0.23435, -1.49893, 0.82292)

## Properties
ΔE to the lowest compared entry with this formula, charge and spin = 624.84 kJ/mol
frontier orbital gap = 9.703 eV
SMILES = C1=NN[C@@H]2CN[C@@H]12
max |F| = 6.29 eV/A
DFT total energy = -320.64531 hartree
net charge = 0

Atom charges from the Mulliken analysis, given in e for atoms 1 to 5: -0.437 -0.435 -0.323 0.055 -0.583

***

This record from OMol25 describes an isolated molecule of C4H7N3. The level of theory is ωB97M-V/def2-TZVPD.

Atoms and positions in Å:
N (2.45868, -0.51078, 0.36961)
C (1.13238, -0.10565, 0.09873)
C (0.71566, 1.19602, -0.08512)
N (-0.64018, 1.16552, -0.27114)
C (-1.10990, -0.09749, -0.14331)
N (-2.50849, -0.21089, 0.03006)
C (-0.02620, -0.93883, 0.04006)
H (3.10323, 0.18951, 0.02170)
H (2.68217, -1.38794, -0.08551)
H (1.16973, 2.14496, 0.15373)
H (-1.24252, 1.94643, -0.46373)
H (-2.98063, -0.72793, -0.69587)
H (-2.69398, -0.64098, 0.92961)
H (-0.05995, -2.02195, 0.10120)

## Properties
ΔE to the lowest compared entry with this formula, charge and spin = 24.69 kJ/mol
frontier orbital gap = 8.459 eV
SMILES = Nc1c[nH]c(N)c1
max |F| = 0.59 eV/A
DFT total energy = -320.87390 hartree
net charge = 0

Atom charges from the Mulliken analysis, given in e for atoms 1 to 5: -0.581 0.826 -0.734 0.026 -0.037

***

This record from OMol25 describes an isolated molecule of C4H7N3 at a distorted geometry. The level of theory is ωB97M-V/def2-TZVPD.

Atoms and positions in Å:
H (-2.96112, 1.39301, 1.36760)
N (-2.54988, 1.15554, 0.46806)
C (-1.40507, 0.61569, 0.63889)
C (-0.82016, 0.40280, 1.98537)
N (-0.47322, 0.11707, 3.05430)
N (-0.67835, 0.07900, -0.38882)
C (0.77141, -0.04673, -0.35897)
C (1.26862, -0.78398, -1.59672)
H (-1.20296, -0.28217, -1.18445)
H (1.23210, 0.95358, -0.31262)
H (1.06704, -0.59633, 0.54602)
H (0.95095, -0.27535, -2.51634)
H (0.89472, -1.81611, -1.61511)
H (2.36322, -0.81460, -1.60034)

## Properties
ΔE to the lowest compared entry with this formula, charge and spin = 64.28 kJ/mol
frontier orbital gap = 10.244 eV
SMILES = [H]/N=C(\C#N)NCC
max |F| = 1.43 eV/A
DFT total energy = -320.85882 hartree
net charge = 0

Atom charges from the Mulliken analysis, given in e for atoms 1 to 5: 0.255 -0.699 0.496 0.231 -0.391

***

This record from OMol25 describes an isolated molecule of C4H7N3. The level of theory is ωB97M-V/def2-TZVPD.

Atoms and positions in Å:
N (0.11587, 1.25782, 2.19326)
C (-0.01699, 0.70970, 0.90232)
C (-1.12420, 0.81906, 0.10076)
N (-0.93070, -0.01370, -0.98808)
C (0.25965, -0.65740, -0.86883)
N (0.50566, -1.77727, -1.64847)
C (0.89831, -0.18285, 0.25892)
H (-0.46482, 2.07926, 2.30488)
H (1.07044, 1.49090, 2.43231)
H (-2.12224, 1.15126, 0.33164)
H (-1.56082, -0.12951, -1.76234)
H (0.48348, -1.74598, -2.64848)
H (1.00138, -2.52887, -1.20907)
H (1.88497, -0.47242, 0.60118)

## Properties
ΔE to the lowest compared entry with this formula, charge and spin = 32.81 kJ/mol
frontier orbital gap = 8.000 eV
SMILES = Nc1c[nH]c(N)c1
max |F| = 0.47 eV/A
DFT total energy = -320.87080 hartree
net charge = 0

Atom charges from the Mulliken analysis, given in e for atoms 1 to 5: -0.567 0.837 -0.792 -0.019 -0.023

***

This record from OMol25 describes an isolated molecule of C4H7N3 at a distorted geometry. The level of theory is ωB97M-V/def2-TZVPD.

Atoms and positions in Å:
N (-0.91859, -0.69460, 2.15748)
C (-0.39714, -0.24797, 0.96940)
C (-0.09708, 1.06184, 0.65654)
C (0.37148, 0.88236, -0.65697)
N (0.87721, 1.86185, -1.45689)
N (0.32913, -0.39847, -1.18310)
C (-0.02643, -1.25375, -0.08596)
H (-1.57437, -1.45679, 2.12147)
H (-1.23795, 0.05966, 2.74525)
H (0.70587, 1.82200, -2.44851)
H (0.78477, 2.78458, -1.06333)
H (1.04084, -0.69534, -1.83539)
H (0.86107, -1.66966, 0.42530)
H (-0.71881, -2.05570, -0.34529)

## Properties
ΔE to the lowest compared entry with this formula, charge and spin = 172.99 kJ/mol
frontier orbital gap = 8.287 eV
SMILES = NC1=C=C(N)NC1
max |F| = 1.12 eV/A
DFT total energy = -320.81741 hartree
net charge = 0

Atom charges from the Mulliken analysis, given in e for atoms 1 to 5: -0.488 0.615 -1.434 0.677 -0.465

***

This record from OMol25 describes an isolated molecule of C4H7N3 at a distorted geometry. The level of theory is ωB97M-V/def2-TZVPD.

Atoms and positions in Å:
C (-0.93338, 1.09249, 0.17740)
N (-1.72866, 0.03785, 0.24010)
C (-1.02864, -1.06575, -0.23705)
N (0.17987, -1.54356, -0.21478)
C (1.25306, -0.79521, 0.48009)
C (1.39838, 0.49645, -0.24094)
N (0.31582, 1.44492, -0.22176)
H (-1.43480, 2.00506, 0.33424)
H (-1.65946, -1.68789, -0.91096)
H (2.14699, -1.42237, 0.39221)
H (0.95305, -0.69718, 1.60493)
H (2.29018, 1.15842, 0.12539)
H (1.71244, 0.31768, -1.20344)
H (0.48585, 2.38394, -0.04428)

## Properties
ΔE to the lowest compared entry with this formula, charge and spin = 164.31 kJ/mol
frontier orbital gap = 9.838 eV
SMILES = C1=NC=NCCN1
max |F| = 5.00 eV/A
DFT total energy = -320.82072 hartree
net charge = 0

Atom charges from the Mulliken analysis, given in e for atoms 1 to 5: -0.021 -0.586 0.127 -0.534 -0.409

***

This record from OMol25 describes an isolated molecule of C4H7N3 at a distorted geometry. The level of theory is ωB97M-V/def2-TZVPD.

Atoms and positions in Å:
N (3.13000, 0.73448, -0.10138)
C (2.05134, 0.43938, 0.05046)
C (0.63880, 0.14660, 0.21218)
N (0.32228, -1.19539, 0.84720)
N (0.39821, -2.40420, -0.01396)
C (-0.25105, 0.97545, -0.71510)
C (-0.06208, 1.35384, 0.80121)
H (-0.45732, -1.36459, 1.47033)
H (-0.48628, -2.47004, -0.56529)
H (1.04152, -2.30089, -0.80244)
H (-1.24379, 0.60778, -0.96631)
H (0.16761, 1.78256, -1.44311)
H (0.44255, 2.30415, 1.04797)
H (-0.84809, 1.14165, 1.51065)

## Properties
ΔE to the lowest compared entry with this formula, charge and spin = 300.16 kJ/mol
frontier orbital gap = 9.972 eV
SMILES = N#CC1(NN)CC1
max |F| = 2.98 eV/A
DFT total energy = -320.76897 hartree
net charge = 0

Atom charges from the Mulliken analysis, given in e for atoms 1 to 5: -0.435 0.312 0.609 -0.245 -0.633

***

This record from OMol25 describes an isolated molecule of C4H7N3 at a distorted geometry. The level of theory is ωB97M-V/def2-TZVPD.

Atoms and positions in Å:
H (2.20022, -1.76270, -0.25172)
N (1.53568, -1.17782, 0.18264)
C (1.50100, 0.07990, 0.01779)
C (2.79329, 0.76631, -0.14701)
N (3.92152, 1.00106, -0.28241)
N (0.24702, 0.61656, -0.09336)
C (-0.83970, -0.37870, -0.14139)
C (-2.21980, 0.23132, -0.30812)
H (0.00845, 1.59108, -0.00150)
H (-0.63002, -1.07023, -0.96888)
H (-0.80111, -0.99456, 0.76333)
H (-2.32213, 0.77016, -1.25492)
H (-2.46751, 0.90346, 0.51894)
H (-2.96379, -0.57455, -0.30578)

## Properties
ΔE to the lowest compared entry with this formula, charge and spin = 122.18 kJ/mol
frontier orbital gap = 10.132 eV
SMILES = [H]/N=C(\C#N)NCC
max |F| = 1.74 eV/A
DFT total energy = -320.83676 hartree
net charge = 0

Atom charges from the Mulliken analysis, given in e for atoms 1 to 5: 0.204 -0.587 0.441 0.212 -0.395

***

This record from OMol25 describes a structure of composition C4H7N3 at a distorted geometry. The level of theory is ωB97M-V/def2-TZVPD.

Atoms and positions in Å:
C (0.52247, 0.36501, 0.10294)
C (1.08840, -0.84200, 0.56278)
C (-0.69435, -1.31428, -0.68864)
C (-0.70980, 0.03831, -0.45708)
H (1.92896, 1.50639, 0.88501)
H (0.79012, 2.41953, 0.14483)
H (1.91932, -1.06267, 1.22190)
H (0.58814, -2.90235, 0.06009)
H (-1.32635, -1.90045, -1.58978)
H (-2.80294, 1.03863, -0.63973)
H (-1.02953, 1.79993, 0.37533)
N (0.94203, 1.56615, 0.70392)
N (0.31983, -1.96145, 0.00851)
N (-1.53628, 1.24925, -0.69008)

## Properties
ΔE to the lowest compared entry with this formula, charge and spin = 378.41 kJ/mol
frontier orbital gap = 8.385 eV
max |F| = 5.74 eV/A
DFT total energy = -320.73917 hartree
net charge = 0

Atom charges from the Mulliken analysis, given in e for atoms 1 to 5: 0.850 -0.913 -0.588 0.109 0.281

***

This record from OMol25 describes an isolated molecule of C4H7N3 at a distorted geometry. The level of theory is ωB97M-V/def2-TZVPD.

Atoms and positions in Å:
H (-0.75712, 2.92354, -0.49604)
N (-0.30167, 2.02161, -0.58222)
C (-0.51415, 1.29883, 0.44797)
C (-1.36011, 1.73200, 1.56590)
N (-2.06501, 2.11500, 2.39866)
N (-0.02499, 0.03372, 0.58131)
C (0.93541, -0.54251, -0.34430)
C (0.45754, -1.88840, -0.88549)
H (-0.31849, -0.52451, 1.36298)
H (1.07013, 0.19033, -1.13902)
H (1.90201, -0.64741, 0.15986)
H (-0.48078, -1.75330, -1.42454)
H (0.27573, -2.60664, -0.07924)
H (1.18151, -2.35227, -1.56582)

## Properties
ΔE to the lowest compared entry with this formula, charge and spin = 43.78 kJ/mol
frontier orbital gap = 10.304 eV
SMILES = [H]/N=C(\C#N)NCC
max |F| = 1.08 eV/A
DFT total energy = -320.86662 hartree
net charge = 0

Atom charges from the Mulliken analysis, given in e for atoms 1 to 5: 0.248 -0.682 0.726 0.016 -0.369